[1]
ORCA calculation (ωB97M-V/def2-TZVPD) on C38H30BClF9N10O7SY as an isolated structure at a distorted geometry.

XYZ file:
```
98
C38H30BClF9N10O7SY | OMol25 | ωB97M-V/def2-TZVPD
Y 0.107 -0.090 0.525
C -3.010 -0.651 2.561
C -2.413 -1.891 1.988
C -2.938 -3.189 2.041
C -2.065 -3.953 1.306
N -1.061 -3.167 0.874
N -1.285 -1.887 1.282
B 0.018 -3.492 -0.192
N 1.449 -3.045 0.247
C 2.565 -3.793 0.166
C 3.651 -2.993 0.428
C 3.115 -1.719 0.651
C 3.853 -0.452 0.927
N 1.790 -1.763 0.541
N -0.367 -2.747 -1.489
C -0.936 -3.177 -2.628
C -1.221 -2.082 -3.411
C -0.804 -0.977 -2.656
C -0.870 0.464 -3.037
N -0.294 -1.385 -1.499
N 0.090 -5.014 -0.353
C 0.269 -5.886 0.666
C 0.573 -7.113 0.128
C 0.574 -6.894 -1.264
C 0.834 -7.876 -2.362
N 0.294 -5.631 -1.542
H -3.235 -0.792 3.618
H -2.340 0.202 2.475
H -3.941 -0.419 2.041
H -3.842 -3.509 2.529
H -2.101 -4.997 1.050
H 2.517 -4.839 -0.086
H 4.689 -3.279 0.439
H 4.445 -0.541 1.837
H 4.529 -0.232 0.099
H 3.177 0.394 1.040
H -1.073 -4.229 -2.802
H -1.674 -2.075 -4.387
H -0.344 0.631 -3.980
H -1.910 0.768 -3.163
H -0.430 1.106 -2.279
H 0.195 -5.563 1.691
H 0.769 -8.031 0.656
H 1.121 -8.844 -1.952
H -0.054 -8.019 -2.979
H 1.637 -7.529 -3.014
O 3.393 4.601 -2.697
C 4.036 3.593 -3.251
O 4.911 3.764 -4.068
C 3.645 2.212 -2.830
C 4.199 1.063 -3.357
Cl 5.356 0.852 -4.587
N 3.622 0.000 -2.753
N 2.699 0.393 -1.858
C 2.701 1.713 -1.887
C 1.787 2.442 -0.932
O 1.719 3.671 -1.006
O 1.203 1.731 -0.059
C 3.905 -1.390 -2.921
C 2.867 -2.250 -3.233
C 3.133 -3.602 -3.388
C 4.428 -4.079 -3.241
C 5.461 -3.205 -2.930
C 5.202 -1.853 -2.760
H 2.711 4.289 -2.019
H 1.866 -1.862 -3.351
H 2.318 -4.281 -3.600
H 4.632 -5.136 -3.360
H 6.471 -3.574 -2.806
H 5.996 -1.165 -2.504
O -3.424 -0.267 -0.859
C -2.983 0.719 -0.290
O -1.717 0.956 -0.092
C -3.896 1.783 0.242
C -5.272 1.606 0.120
C -6.158 2.543 0.618
C -5.654 3.680 1.245
C -4.292 3.876 1.362
C -3.389 2.928 0.859
S -1.680 3.237 0.994
H -5.613 0.703 -0.370
H -7.226 2.396 0.522
H -6.331 4.427 1.641
H -3.911 4.769 1.842
F -0.093 1.315 6.069
C -0.175 1.507 4.740
F -1.467 1.476 4.421
F 0.272 2.740 4.486
C 0.637 0.452 3.917
O 0.274 0.499 2.634
C 0.381 -0.968 4.518
F 0.766 -1.919 3.665
F -0.925 -1.158 4.758
F 1.030 -1.177 5.677
C 2.159 0.778 4.076
F 2.904 -0.304 3.784
F 2.526 1.746 3.242
F 2.499 1.159 5.318
```

Calculated values
HOMO (spin up / spin down) in Eh: -0.213 / -0.203
2S+1: 2
Relative energy (zero: lowest compared OMol25 entry of this formula, charge and spin) in kJ/mol: 16.76
Charge: -1
DFT total energy in Ha: -4361.25797

[2]
ORCA calculation (ωB97M-V/def2-TZVPD) on a 2-piece molecular cluster, C3H3F2N overall at a distorted geometry.

XYZ file:
```
9
C3H3F2N | OMol25 | ωB97M-V/def2-TZVPD
C 0.990 0.451 -0.123
C 1.232 1.763 -0.259
F 2.396 2.305 0.217
F 0.381 2.763 -0.667
H 1.801 -0.066 0.330
H -0.027 0.071 -0.398
C -2.252 -2.410 0.390
N -1.418 -1.735 0.046
H -3.104 -3.142 0.464
```

Calculated values
HOMO in Eh: -0.360
2S+1: 1
Relative energy (zero: lowest compared OMol25 entry of this formula, charge and spin) in kJ/mol: 159.48
Structure (SMILES): C=C(F)F.C#N
Charge: 0
DFT total energy in Ha: -370.52931

[3]
ORCA calculation (ωB97M-V/def2-TZVPD) on a single C17H18N2 molecule at a distorted geometry.

XYZ file:
```
37
C17H18N2 | OMol25 | ωB97M-V/def2-TZVPD
C 0.811 -3.837 0.848
C 1.737 -2.705 1.317
C 3.187 -3.042 0.912
N 1.399 -1.405 0.760
C 0.242 -0.885 0.935
N -0.263 0.227 0.190
C -1.521 0.662 0.542
C -2.632 -0.135 0.729
C -3.930 0.373 0.911
C -4.123 1.751 0.798
C -3.023 2.575 0.568
C -1.742 2.053 0.435
C -0.586 2.998 0.086
C 0.210 2.252 -0.948
C 1.063 2.949 -1.831
C 1.763 2.232 -2.732
C 1.812 0.879 -2.817
C 1.195 0.237 -1.741
C 0.344 0.891 -0.834
H 0.646 -3.939 -0.195
H 1.164 -4.863 1.112
H -0.145 -3.671 1.278
H 1.666 -2.588 2.421
H 3.314 -2.851 -0.164
H 3.369 -4.136 0.949
H 3.778 -2.498 1.563
H -0.357 -1.429 1.834
H -2.468 -1.201 0.814
H -4.651 -0.400 1.014
H -5.026 2.333 0.972
H -3.206 3.624 0.585
H 0.000 3.403 0.962
H -1.058 3.810 -0.488
H 1.084 3.997 -1.989
H 2.309 2.766 -3.465
H 2.349 0.399 -3.621
H 1.289 -0.824 -1.708
```

Calculated values
HOMO in Eh: -0.287
2S+1: 1
Relative energy (zero: lowest compared OMol25 entry of this formula, charge and spin) in kJ/mol: 197.74
Structure (SMILES): CC(C)/N=C/N1c2ccccc2Cc2ccccc21
Charge: 0
DFT total energy in Ha: -768.04759

[4]
ORCA calculation (ωB97M-V/def2-TZVPD) on an isolated ion of composition C11H22NO2 and charge +1 at a distorted geometry.

XYZ file:
```
36
C11H22NO2 | OMol25 | ωB97M-V/def2-TZVPD
C -0.984 1.851 -0.445
C 0.324 1.633 -0.155
C -1.947 0.748 -0.831
C 0.897 0.343 -0.109
C -1.824 -0.455 0.045
C 1.159 2.812 0.281
C -1.827 0.359 -2.312
C 3.062 -1.984 -0.529
C -1.758 -2.799 0.252
C -2.119 0.714 2.114
C 2.746 -1.113 0.675
N 2.327 0.246 0.241
O -1.699 -1.614 -0.532
O -2.012 -0.473 1.341
H -1.366 2.852 -0.507
H -2.966 1.134 -0.674
H 0.612 -0.403 -0.828
H 0.598 3.734 0.154
H 2.069 2.897 -0.313
H 1.430 2.745 1.337
H -0.827 0.010 -2.542
H -2.027 1.234 -2.924
H -2.539 -0.419 -2.567
H 3.287 -2.993 -0.201
H 2.220 -2.032 -1.213
H 3.927 -1.602 -1.065
H -1.009 -2.777 1.042
H -1.566 -3.620 -0.436
H -2.744 -2.911 0.701
H -1.127 1.016 2.453
H -2.734 0.454 2.975
H -2.568 1.531 1.554
H 3.629 -1.028 1.312
H 1.930 -1.541 1.259
H 2.942 0.518 -0.543
H 2.481 0.931 0.986
```

Calculated values
HOMO in Eh: -0.356
2S+1: 1
Relative energy (zero: lowest compared OMol25 entry of this formula, charge and spin) in kJ/mol: 58.40
Charge: +1
DFT total energy in Ha: -637.22488

[5]
ORCA calculation (ωB97M-V/def2-TZVPD) on a single C4H5NO2S molecule at a distorted geometry.

XYZ file:
```
13
C4H5NO2S | OMol25 | ωB97M-V/def2-TZVPD
C -2.208 -1.272 -0.006
N -1.029 -0.512 0.355
C 0.164 -1.359 0.086
C 1.464 -0.463 -0.084
O 2.625 -0.902 -0.312
S 1.010 1.277 0.207
C -0.854 0.797 -0.096
O -1.772 1.574 -0.333
H -2.675 -1.931 0.734
H -1.959 -1.884 -0.965
H -3.161 -0.617 -0.193
H 0.060 -2.080 -0.719
H 0.564 -1.929 1.111
```

Calculated values
HOMO in Eh: -0.372
2S+1: 1
Relative energy (zero: lowest compared OMol25 entry of this formula, charge and spin) in kJ/mol: 187.83
Structure (SMILES): CN1CC(=O)SC1=O
Charge: 0
DFT total energy in Ha: -758.80857

[6]
ORCA calculation (ωB97M-V/def2-TZVPD) on a 2-piece molecular cluster, C3H12NOS overall at a distorted geometry.

XYZ file:
```
18
C3H12NOS | OMol25 | ωB97M-V/def2-TZVPD
C -1.576 -1.327 0.587
C -0.367 -1.474 -0.338
C 0.957 -0.901 0.205
S 0.803 0.746 0.904
N -2.403 -0.082 0.277
H -1.309 -1.203 1.634
H -2.305 -2.120 0.410
H -0.254 -2.536 -0.535
H -0.534 -0.976 -1.291
H 1.387 -1.535 0.983
H 1.631 -0.910 -0.652
H 2.065 1.132 0.684
H -2.700 -0.017 -0.728
H -1.813 0.763 0.417
H -3.305 -0.098 0.827
H 1.305 2.458 -1.588
H 2.186 2.409 -2.820
O 1.804 1.878 -2.160
```

Calculated values
HOMO (spin up / spin down) in Eh: -0.127 / -0.347
2S+1: 2
Relative energy (zero: lowest compared OMol25 entry of this formula, charge and spin) in kJ/mol: 36.52
Charge: 0
DFT total energy in Ha: -649.54862

[7]
ORCA calculation (ωB97M-V/def2-TZVPD) on C3H6O2 as an isolated structure.

XYZ file:
```
11
C3H6O2 | OMol25 | ωB97M-V/def2-TZVPD
O 1.477 -0.388 -1.508
C 0.362 -0.755 -0.969
C -0.073 0.059 0.244
C -0.907 0.146 1.428
O 0.548 0.364 1.344
H 0.984 1.205 -1.289
H -0.546 -0.871 -1.602
H 0.403 -1.692 -0.334
H 0.420 1.629 -0.900
H -1.187 -0.747 1.981
H -1.482 1.050 1.605
```

Calculated values
HOMO (spin up / spin down) in Eh: -0.327 / -0.327
2S+1: 1
Relative energy (zero: lowest compared OMol25 entry of this formula, charge and spin) in kJ/mol: 620.44
Charge: 0
DFT total energy in Ha: -268.16891

[8]
ORCA calculation (ωB97M-V/def2-TZVPD) on CHBr2F as an isolated structure at a distorted geometry.

XYZ file:
```
5
CHBr2F | OMol25 | ωB97M-V/def2-TZVPD
C 1.023 -0.215 -0.079
F 1.412 -0.992 0.897
Br -0.623 -0.268 -0.625
Br -3.574 0.899 0.008
H 1.762 0.576 -0.202
```

Calculated values
HOMO (spin up / spin down) in Eh: -0.380 / -0.309
2S+1: 1
Relative energy (zero: lowest compared OMol25 entry of this formula, charge and spin) in kJ/mol: 110.27
Charge: 0
DFT total energy in Ha: -5286.47591

[9]
ORCA calculation (ωB97M-V/def2-TZVPD) on a 2-piece molecular cluster, CHOPS overall at a distorted geometry.

XYZ file:
```
5
CHOPS | OMol25 | ωB97M-V/def2-TZVPD
C -0.788 1.345 0.775
O -1.265 0.586 1.525
P 1.097 1.613 -1.521
S 2.294 0.137 -2.033
H -1.175 2.487 0.838
```

Calculated values
HOMO (spin up / spin down) in Eh: -0.315 / -0.283
2S+1: 1
Relative energy (zero: lowest compared OMol25 entry of this formula, charge and spin) in kJ/mol: 205.46
Charge: 0
DFT total energy in Ha: -853.36757

[10]
ORCA calculation (ωB97M-V/def2-TZVPD) on a 2-piece molecular cluster, C3H5O2 overall at a distorted geometry.

XYZ file:
```
10
C3H5O2 | OMol25 | ωB97M-V/def2-TZVPD
C -1.258 1.242 0.952
C 0.380 -0.066 -0.828
C 0.986 -1.272 -0.384
O -0.111 0.714 -1.503
O -0.252 0.584 1.005
H -1.597 1.768 1.828
H -1.657 1.581 -0.064
H 1.655 -1.380 -1.184
H 0.331 -2.028 -0.311
H 1.523 -1.142 0.488
```

Calculated values
HOMO in Eh: -0.594
2S+1: 1
Relative energy (zero: lowest compared OMol25 entry of this formula, charge and spin) in kJ/mol: 111.71
Charge: +1
DFT total energy in Ha: -267.44556

[11]
ORCA calculation (ωB97M-V/def2-TZVPD) on a 2-piece molecular cluster, C3H8N3 overall at a distorted geometry.

XYZ file:
```
14
C3H8N3 | OMol25 | ωB97M-V/def2-TZVPD
C 1.317 -0.189 0.856
C 3.620 -0.174 -0.035
C -2.818 -0.242 0.002
N 2.445 -0.293 0.442
N -0.818 0.907 -0.036
N -1.710 0.225 -0.686
H 0.913 -0.344 1.767
H 4.206 0.645 0.324
H 4.162 -0.864 -0.652
H -2.840 -0.338 1.042
H -3.580 0.658 -0.293
H -3.190 -1.195 -0.316
H -0.108 1.304 -0.682
H -1.598 -0.100 -1.733
```

Calculated values
HOMO (spin up / spin down) in Eh: -0.444 / -0.444
2S+1: 1
Relative energy (zero: lowest compared OMol25 entry of this formula, charge and spin) in kJ/mol: 644.48
Charge: +1
DFT total energy in Ha: -282.91829

[12]
ORCA calculation (ωB97M-V/def2-TZVPD) on C44H59BN12O3RbS3 as an isolated structure.

XYZ file:
```
123
C44H59BN12O3RbS3 | OMol25 | ωB97M-V/def2-TZVPD
Rb 0.619 0.053 -1.268
C 3.359 -0.447 5.663
C 1.984 -1.126 5.648
C 1.372 -1.135 7.051
C 2.189 -2.566 5.189
N 1.092 -0.324 4.769
C 0.967 1.045 4.994
C 0.111 1.530 4.082
N -0.309 0.484 3.293
B -1.153 0.611 1.993
N -2.495 -0.127 2.193
C -3.025 -0.537 3.395
C -4.144 -1.237 3.142
N -4.314 -1.263 1.763
C -3.288 -0.561 1.183
S -3.034 -0.218 -0.456
C -5.410 -1.973 1.056
C -4.812 -3.032 0.129
C -6.264 -0.966 0.286
C -6.296 -2.676 2.082
N -1.472 2.115 1.730
C -2.711 2.692 1.902
C -2.642 3.970 1.492
N -1.345 4.195 1.051
C -0.629 3.037 1.207
S 1.019 2.762 0.875
C -0.824 5.503 0.570
C -0.261 5.359 -0.844
C 0.232 6.010 1.552
C -1.970 6.512 0.521
C 0.281 -0.668 3.715
S -0.051 -2.192 3.043
H 4.045 -1.039 6.269
H 3.327 0.558 6.082
H 3.756 -0.386 4.649
H 2.015 -1.696 7.732
H 0.392 -1.614 7.026
H 1.253 -0.125 7.445
H 2.912 -3.016 5.874
H 2.582 -2.615 4.176
H 1.267 -3.139 5.212
H 1.504 1.554 5.771
H -0.211 2.540 3.907
H -0.543 0.140 1.089
H -2.537 -0.332 4.331
H -4.808 -1.732 3.822
H -4.174 -2.577 -0.625
H -5.618 -3.575 -0.369
H -4.219 -3.743 0.708
H -5.669 -0.441 -0.457
H -6.695 -0.235 0.975
H -7.079 -1.492 -0.215
H -5.740 -3.417 2.658
H -7.087 -3.196 1.542
H -6.767 -1.968 2.766
H -3.550 2.133 2.273
H -3.411 4.716 1.452
H 0.549 4.635 -0.868
H 0.116 6.329 -1.174
H -1.047 5.041 -1.530
H 1.064 5.312 1.613
H -0.208 6.128 2.545
H 0.604 6.981 1.220
H -2.773 6.179 -0.139
H -1.577 7.448 0.124
H -2.377 6.716 1.512
O -0.079 -1.345 -9.196
C -0.480 -2.154 -8.338
O -1.118 -3.216 -8.453
C -0.129 -1.767 -6.878
C 0.570 -0.607 -6.593
C 0.868 -0.297 -5.272
N 0.511 -1.074 -4.245
C -0.171 -2.192 -4.515
C -0.511 -2.563 -5.812
C -0.587 -3.034 -3.348
C -0.978 -4.364 -3.514
C -1.385 -5.087 -2.407
C -1.394 -4.476 -1.162
C -0.978 -3.156 -1.087
N -0.579 -2.459 -2.146
C 1.588 0.972 -4.947
C 2.431 1.580 -5.880
C 3.023 2.790 -5.567
C 2.771 3.366 -4.330
C 1.952 2.674 -3.452
N 1.376 1.513 -3.746
H 0.833 0.033 -7.425
H -1.088 -3.447 -6.044
H -0.955 -4.826 -4.489
H -1.689 -6.121 -2.517
H -1.708 -5.002 -0.271
H -0.968 -2.632 -0.134
H 2.617 1.106 -6.833
H 3.674 3.278 -6.282
H 3.206 4.314 -4.045
H 1.746 3.068 -2.459
C 2.983 -2.680 -1.724
C 3.116 -2.723 -0.196
N 2.270 -1.753 0.483
C 2.930 -0.847 1.413
C 4.012 0.026 0.779
N 3.555 0.771 -0.385
C 4.389 0.683 -1.571
C 4.443 -0.734 -2.157
N 3.138 -1.348 -2.275
H 3.702 -3.407 -2.141
H 1.983 -3.026 -1.996
H 2.881 -3.746 0.123
H 4.163 -2.565 0.083
H 1.513 -2.203 0.986
H 2.158 -0.194 1.831
H 3.399 -1.380 2.261
H 4.387 0.695 1.563
H 4.865 -0.593 0.490
H 3.346 1.731 -0.153
H 3.965 1.354 -2.321
H 5.430 1.012 -1.399
H 4.966 -0.675 -3.121
H 5.072 -1.365 -1.523
H 2.735 -1.287 -3.199
O -1.637 1.874 -2.750
C -2.210 2.601 -2.110
```

Calculated values
HOMO in Eh: -0.187
2S+1: 1
Relative energy (zero: lowest compared OMol25 entry of this formula, charge and spin) in kJ/mol: 0.00
Charge: -1
DFT total energy in Ha: -3838.68920

Look up the relative energy (zero: lowest compared OMol25 entry of this formula, charge and spin) of the third one. 197.74 kJ/mol